Computed, not measured: a 2-piece molecular cluster, C6H5ClNOS overall in a non-equilibrium geometry, with ωB97M-V/def2-TZVPD.

Geometry as ORCA input:
```
! RIJCOSX wB97M-V def2-TZVPD def2/J DEFGRID3
* xyz -1 1
C -1.1420 -1.1954 0.0643
C -1.3424 -0.2463 -0.8485
C 0.1436 -1.2683 0.6741
C -0.3829 0.5521 -1.3723
C 1.0791 -0.3000 0.3534
C 0.8882 0.6139 -0.6680
N 1.8561 1.5306 -0.9651
O 1.7276 2.4431 -1.8456
S 0.5934 1.1125 2.4192
Cl -0.9849 -0.0135 3.2859
H -1.9022 -1.9528 0.2559
H -2.2648 -0.4241 -1.5078
H 0.2348 -1.8269 1.5181
H -0.5500 1.1827 -2.2493
H 2.0465 -0.2076 0.8857
*
```

LUMO (alpha / beta) (eV): 2.605 / 2.608
HOMO level (alpha / beta) (eV): -3.26 / -3.26


Computed, not measured: C24H47N2O17Zn as an isolated structure in a non-equilibrium geometry, with ωB97M-V/def2-TZVPD.

Geometry as ORCA input:
```
! RIJCOSX wB97M-V def2-TZVPD def2/J DEFGRID3
* xyz 1 1
Zn 0.2481 2.7026 -3.7236
C 0.8996 2.7898 0.1151
C 0.7569 2.6346 -1.3665
O 0.0169 1.7511 -1.8721
O 1.3608 3.4272 -2.1725
H 1.8460 3.1916 0.4702
H 0.7733 1.7959 0.5419
H 0.1564 3.4896 0.4984
C 2.8500 -0.1317 2.4030
O 1.6114 -0.5238 2.9339
C 1.7255 -1.4050 4.0510
C 0.3850 -1.5006 4.7633
O -0.4976 -2.2621 3.9698
C -1.7670 -2.6032 4.4466
C -1.7362 -3.6947 5.5296
O -2.9999 -4.1922 5.8638
C -3.3300 -5.3630 5.1432
H 2.6515 0.3789 1.4635
H 3.6357 -0.8960 2.3992
H 3.3144 0.6172 3.0693
H 2.5586 -1.1113 4.6966
H 2.0262 -2.3809 3.6501
H -0.0182 -0.4852 4.8559
H 0.5103 -1.9337 5.7590
H -2.2591 -3.1046 3.6067
H -2.3576 -1.7263 4.7313
H -1.3304 -3.2686 6.4580
H -0.9826 -4.4599 5.3084
H -4.3419 -5.7004 5.3512
H -2.6321 -6.1849 5.3218
H -3.3036 -5.1516 4.0670
C 4.2459 1.7772 -3.4540
O 3.7154 0.4804 -3.7270
C 2.4634 0.3762 -4.0759
O 1.7072 1.3099 -4.2082
O 2.1346 -0.8429 -4.4199
C 3.0462 -1.9133 -4.2104
H 3.6130 2.4373 -2.8625
H 4.4112 2.2400 -4.4302
H 5.2013 1.6792 -2.9493
H 2.6153 -2.8617 -4.5263
H 3.2671 -1.9753 -3.1451
H 3.9676 -1.8622 -4.7925
C -2.9250 3.5556 0.3565
O -4.2189 3.1800 0.7671
C -4.6584 3.7101 1.8846
O -4.0467 4.4391 2.6166
O -5.8778 3.2669 2.1283
C -6.4760 3.6382 3.3656
H -2.6423 4.5824 0.5904
H -2.8058 3.4299 -0.7169
H -2.1582 2.9589 0.8510
H -5.7665 3.6980 4.1909
H -7.2938 2.9769 3.6213
H -6.8197 4.6665 3.2350
C -0.3943 1.2429 -7.4289
O -1.0696 0.2635 -6.6159
C -1.2576 0.4820 -5.3535
O -0.9937 1.5225 -4.7613
O -1.7647 -0.5626 -4.7985
C -1.9907 -0.6147 -3.3872
H 0.1684 1.9243 -6.7980
H -1.1785 1.6644 -8.0525
H 0.3091 0.7461 -8.0934
H -2.8804 -1.1805 -3.1298
H -2.1125 0.3896 -2.9823
H -1.1292 -1.0922 -2.9239
C 1.0611 -5.5351 -3.0720
O 1.6974 -4.3882 -2.4892
C 0.9503 -3.5510 -1.8013
O -0.2416 -3.5899 -1.6448
O 1.7511 -2.6602 -1.2275
C 1.1824 -1.5392 -0.6044
H 0.0621 -5.2463 -3.3943
H 1.0143 -6.3097 -2.3076
H 1.6745 -5.8710 -3.9011
H 1.9600 -1.0708 -0.0026
H 0.3508 -1.7474 0.0684
H 0.8761 -0.7393 -1.2879
C -1.6265 0.4106 2.0557
C -1.2166 1.4316 3.0109
N -0.7717 2.1925 3.7491
H -2.2028 -0.3030 2.6410
H -0.7371 -0.0639 1.6425
H -2.1534 0.9259 1.2551
C 4.1819 4.3676 0.5884
C 4.6849 2.9780 0.4772
N 5.0576 1.9007 0.3675
H 3.3667 4.5010 -0.1190
H 5.0173 4.9900 0.2723
H 3.8856 4.4860 1.6269
*
```

LUMO (eV): -4.264
HOMO level (eV): -10.89